1.
Computed, not measured: a single C6H7N3 molecule at a distorted geometry, with ωB97M-V with the def2-TZVPD basis set.

Structure (XYZ):
```
16
Properties=species:S:1:pos:R:3
N 0.275 1.984 1.608
N -0.118 -1.843 -1.395
N 1.650 -0.512 -0.722
C -1.226 -0.922 -1.322
C -1.705 -0.647 0.137
C 1.105 -1.592 -1.364
C 1.254 0.254 0.369
C 0.063 0.808 0.897
C -1.266 0.319 0.926
H -2.062 -1.367 -1.866
H 2.645 -0.406 -0.891
H -2.539 -1.273 0.419
H -0.467 2.248 2.234
H 1.203 2.186 1.944
H -0.949 0.036 -1.779
H 2.135 0.728 0.806
```

Computed properties:
**Max |F|**: 2.273 eV Å⁻¹
**Highest occupied orbital energy (spin up / spin down)**: -7.60 / -7.69 eV
**Frontier orbital gap (spin up / spin down)**: 6.6842 / 7.1944 eV
**Spin multiplicity**: 1
**Relative energy (zero: lowest compared OMol25 entry of this formula, charge and spin)**: 562.5 kJ/mol

2.
Computed, not measured: a 2-piece molecular cluster, C6H7N4 overall at a distorted geometry, with ωB97M-V with the def2-TZVPD basis set.

Structure (XYZ):
```
17
Properties=species:S:1:pos:R:3
N 0.420 1.215 -0.912
N 0.061 2.251 -0.110
N -0.173 0.123 -0.630
N -1.161 -1.729 -0.513
C -1.784 -0.999 0.560
C 2.550 -0.108 0.771
C -0.890 1.724 0.637
C -1.030 0.326 0.371
C -0.285 -1.088 -1.222
C 2.790 -0.296 -0.402
H 3.141 -0.614 -1.341
H 2.187 0.518 1.540
H -1.122 2.379 1.488
H 1.221 1.158 -1.410
H -1.664 -2.564 -0.660
H -1.429 -1.415 1.550
H -2.833 -0.880 0.281
```

Computed properties:
**Charge**: +1
**Max |F|**: 4.481 eV Å⁻¹
**Highest occupied orbital energy**: -14.07 eV
**Frontier orbital gap**: 8.8237 eV
**Spin multiplicity**: 1
**Relative energy (zero: lowest compared OMol25 entry of this formula, charge and spin)**: 526.4 kJ/mol

3.
Computed, not measured: a 2-piece molecular cluster, C6H7N4O2S overall at a distorted geometry, with ωB97M-V with the def2-TZVPD basis set.

Structure (XYZ):
```
20
Properties=species:S:1:pos:R:3
S 1.389 2.162 -0.752
O 0.525 2.810 -1.692
O 0.193 0.846 1.062
N -1.137 -0.223 2.939
N -1.965 0.081 0.788
N 1.834 0.642 -1.417
N 2.505 -1.421 -1.245
C -2.633 -0.864 1.407
C -0.881 0.641 1.698
C 1.557 0.096 -2.622
C 2.320 -0.291 -0.619
C 2.095 -1.197 -2.554
C -2.156 -0.943 2.758
H 2.290 -0.173 0.436
H -2.113 0.413 -0.141
H -1.431 1.633 2.183
H -2.389 -1.567 3.507
H 1.117 0.711 -3.385
H -3.543 -1.514 0.936
H 2.424 -1.843 -3.286
```

Computed properties:
**Charge**: +1
**Max |F|**: 5.151 eV Å⁻¹
**Highest occupied orbital energy (spin up / spin down)**: -13.18 / -13.18 eV
**Frontier orbital gap (spin up / spin down)**: 6.2660 / 6.2678 eV
**Spin multiplicity**: 1
**Relative energy (zero: lowest compared OMol25 entry of this formula, charge and spin)**: 445.4 kJ/mol

4.
Computed, not measured: an isolated ion of composition C6H7N4S2 and charge +1 at a distorted geometry, with ωB97M-V with the def2-TZVPD basis set.

Structure (XYZ):
```
19
Properties=species:S:1:pos:R:3
S 3.496 -0.140 0.806
S 2.608 -1.354 -0.531
N 0.025 0.802 -0.609
N 1.019 -1.234 -0.222
N -3.612 -0.677 0.269
N -1.022 0.318 -0.173
C -1.286 -1.051 -0.051
C -3.322 0.593 0.329
C 3.969 1.355 -0.187
C -0.102 -1.818 0.009
C -2.605 -1.478 0.091
C -2.107 1.166 0.164
H 3.724 2.091 0.651
H -4.165 1.305 0.337
H 4.933 1.656 -0.349
H -1.805 2.242 0.177
H 3.285 1.552 -1.006
H -0.302 -2.829 0.201
H -2.731 -2.497 0.096
```

Computed properties:
**Charge**: +1
**Max |F|**: 4.641 eV Å⁻¹
**Highest occupied orbital energy (spin up / spin down)**: -12.64 / -13.21 eV
**Frontier orbital gap (spin up / spin down)**: 7.4658 / 6.8826 eV
**Spin multiplicity**: 1
**Relative energy (zero: lowest compared OMol25 entry of this formula, charge and spin)**: 7.3 kJ/mol

5.
Computed, not measured: an isolated ion of composition C6H7N6O3 and charge +1 at a distorted geometry, with ωB97M-V with the def2-TZVPD basis set.

Structure (XYZ):
```
22
Properties=species:S:1:pos:R:3
O 1.599 4.097 4.937
O 1.446 1.764 2.376
O 0.304 -0.182 2.773
N -0.286 -0.128 -2.661
N 1.177 1.406 -1.246
N 1.428 1.461 -0.035
N 0.728 0.606 0.611
N 1.342 2.160 3.661
N -1.659 -1.581 -1.246
C 0.339 0.343 -1.522
C 0.076 -0.217 -0.271
C 1.533 3.182 4.265
C 0.797 0.584 2.017
C -0.832 -1.470 -2.590
C -0.750 -1.405 -0.060
H -0.004 -2.251 -2.412
H -2.408 -0.889 -1.301
H -1.929 -2.627 -1.057
H 0.003 0.367 -3.541
H -1.320 -1.706 -3.481
H -1.446 -1.184 0.679
H -0.139 -2.329 0.104
```

Computed properties:
**Charge**: +1
**Max |F|**: 4.322 eV Å⁻¹
**Highest occupied orbital energy**: -12.80 eV
**Frontier orbital gap**: 8.8302 eV
**SMILES string**: O=C=NOC(=O)n1nnc2c1C[NH2+]CN2
**Spin multiplicity**: 1

6.
Computed, not measured: a single C6H7NO molecule at a distorted geometry, with ωB97M-V with the def2-TZVPD basis set.

Structure (XYZ):
```
15
Properties=species:S:1:pos:R:3
O -2.852 -0.223 -0.112
N -0.538 -0.380 0.269
C -0.745 1.986 0.027
C -0.049 0.928 0.029
C 0.570 -1.354 0.194
C 1.783 -0.500 -0.152
C -1.777 -0.781 -0.069
C 1.462 0.775 -0.076
H 2.741 -1.007 -0.482
H -0.252 2.870 0.022
H 0.497 -2.090 -0.710
H 0.772 -1.838 1.194
H -1.740 -1.927 -0.415
H 1.989 1.624 -0.033
H -1.861 1.917 0.313
```

Computed properties:
**Max |F|**: 5.557 eV Å⁻¹
**Highest occupied orbital energy**: -8.82 eV
**Frontier orbital gap**: 9.6677 eV
**SMILES string**: C=C1C=CCN1C=O
**Spin multiplicity**: 1
**Relative energy (zero: lowest compared OMol25 entry of this formula, charge and spin)**: 171.0 kJ/mol

7.
Computed, not measured: a single C6H7NO molecule at a distorted geometry, with ωB97M-V with the def2-TZVPD basis set.

Structure (XYZ):
```
15
Properties=species:S:1:pos:R:3
O 0.029 0.910 0.961
N 1.968 -0.933 -1.208
C 1.349 -0.371 -0.399
C 2.218 0.511 1.985
C -1.101 -1.134 0.202
C -1.035 1.017 -1.192
C -0.434 0.170 -0.124
C 1.294 0.414 1.119
H -1.871 1.565 -0.743
H 3.160 0.021 2.127
H -1.130 -1.776 -0.677
H -0.317 1.753 -1.551
H -1.401 0.414 -2.020
H -2.130 -0.910 0.507
H -0.598 -1.651 1.015
```

Computed properties:
**Max |F|**: 2.761 eV Å⁻¹
**Highest occupied orbital energy (spin up / spin down)**: -8.65 / -9.71 eV
**Frontier orbital gap (spin up / spin down)**: 7.3949 / 8.5320 eV
**Spin multiplicity**: 1
**Relative energy (zero: lowest compared OMol25 entry of this formula, charge and spin)**: 541.1 kJ/mol

Repeat the fourth record exactly.
Computed, not measured: an isolated ion of composition C6H7N4S2 and charge +1 at a distorted geometry, with ωB97M-V with the def2-TZVPD basis set.

Structure (XYZ):
```
19
Properties=species:S:1:pos:R:3
S 3.496 -0.140 0.806
S 2.608 -1.354 -0.531
N 0.025 0.802 -0.609
N 1.019 -1.234 -0.222
N -3.612 -0.677 0.269
N -1.022 0.318 -0.173
C -1.286 -1.051 -0.051
C -3.322 0.593 0.329
C 3.969 1.355 -0.187
C -0.102 -1.818 0.009
C -2.605 -1.478 0.091
C -2.107 1.166 0.164
H 3.724 2.091 0.651
H -4.165 1.305 0.337
H 4.933 1.656 -0.349
H -1.805 2.242 0.177
H 3.285 1.552 -1.006
H -0.302 -2.829 0.201
H -2.731 -2.497 0.096
```

Computed properties:
**Charge**: +1
**Max |F|**: 4.641 eV Å⁻¹
**Highest occupied orbital energy (spin up / spin down)**: -12.64 / -13.21 eV
**Frontier orbital gap (spin up / spin down)**: 7.4658 / 6.8826 eV
**Spin multiplicity**: 1
**Relative energy (zero: lowest compared OMol25 entry of this formula, charge and spin)**: 7.3 kJ/mol

Please write out number 5 again, unchanged.
Computed, not measured: an isolated ion of composition C6H7N6O3 and charge +1 at a distorted geometry, with ωB97M-V with the def2-TZVPD basis set.

Structure (XYZ):
```
22
Properties=species:S:1:pos:R:3
O 1.599 4.097 4.937
O 1.446 1.764 2.376
O 0.304 -0.182 2.773
N -0.286 -0.128 -2.661
N 1.177 1.406 -1.246
N 1.428 1.461 -0.035
N 0.728 0.606 0.611
N 1.342 2.160 3.661
N -1.659 -1.581 -1.246
C 0.339 0.343 -1.522
C 0.076 -0.217 -0.271
C 1.533 3.182 4.265
C 0.797 0.584 2.017
C -0.832 -1.470 -2.590
C -0.750 -1.405 -0.060
H -0.004 -2.251 -2.412
H -2.408 -0.889 -1.301
H -1.929 -2.627 -1.057
H 0.003 0.367 -3.541
H -1.320 -1.706 -3.481
H -1.446 -1.184 0.679
H -0.139 -2.329 0.104
```

Computed properties:
**Charge**: +1
**Max |F|**: 4.322 eV Å⁻¹
**Highest occupied orbital energy**: -12.80 eV
**Frontier orbital gap**: 8.8302 eV
**SMILES string**: O=C=NOC(=O)n1nnc2c1C[NH2+]CN2
**Spin multiplicity**: 1

- Which formula does entry 2 have?
  C6H7N4